(1)
Formula: C45H28F5N2O20S2
Source: the OMol25 dataset
Level of theory: wB97M-V/def2-TZVPD

```
102
Properties=species:S:1:pos:R:3
O -0.53 -4.79 0.99
C 0.34 -4.22 0.11
F 1.53 -3.55 0.69
N 0.00 -4.36 -1.35
C 0.82 -5.43 -2.05
O 2.14 -5.55 -1.85
F 0.06 -6.34 -2.98
S -0.01 -2.84 -2.21
O 0.77 -1.69 -1.52
O 0.73 -3.10 -3.58
N -1.59 -2.23 -2.62
S -2.77 -2.53 -1.37
O -3.90 -1.44 -1.57
O -2.27 -2.33 0.08
C -3.67 -4.19 -1.64
F -2.77 -5.21 -2.23
F -4.82 -3.93 -2.57
F -4.21 -4.58 -0.31
C 4.72 -2.17 3.63
C 3.87 -3.02 3.04
C 4.28 -4.41 2.73
O 3.50 -5.19 2.19
C 5.65 -4.82 3.09
C 6.49 -3.96 3.68
C 6.09 -2.58 3.99
O 6.86 -1.80 4.53
H 4.44 -1.15 3.86
H 2.86 -2.74 2.77
H 5.93 -5.84 2.85
H 7.50 -4.25 3.95
C -0.61 3.78 -2.86
C -1.57 2.87 -2.63
C -1.24 1.53 -2.10
O -2.12 0.71 -1.89
C 0.17 1.24 -1.82
C 1.13 2.14 -2.05
C 0.81 3.48 -2.58
O 1.69 4.31 -2.79
H -0.83 4.76 -3.25
H -2.61 3.08 -2.83
H 0.39 0.25 -1.43
H 2.18 1.94 -1.86
C 2.27 9.11 -1.66
C 3.32 9.41 -0.90
C 4.22 8.37 -0.37
O 5.18 8.65 0.33
C 3.90 6.97 -0.71
C 2.84 6.66 -1.47
C 1.95 7.70 -2.00
O 0.99 7.42 -2.70
H 1.60 9.86 -2.06
H 3.57 10.44 -0.64
H 4.56 6.21 -0.31
H 2.60 5.63 -1.72
C -4.59 -8.52 3.21
C -3.66 -9.31 3.77
C -2.22 -9.08 3.55
O -1.38 -9.79 4.06
C -1.85 -7.94 2.68
C -2.77 -7.15 2.12
C -4.21 -7.39 2.35
O -5.06 -6.67 1.84
H -5.65 -8.68 3.37
H -3.93 -10.14 4.41
H -0.78 -7.78 2.53
H -2.51 -6.32 1.49
C -1.71 -10.76 -4.50
C -2.45 -9.78 -3.97
C -2.44 -8.42 -4.54
O -3.12 -7.53 -4.06
C -1.59 -8.18 -5.72
C -0.85 -9.16 -6.25
C -0.86 -10.52 -5.68
O -0.18 -11.42 -6.17
H -1.71 -11.77 -4.10
H -3.09 -9.94 -3.11
H -1.59 -7.18 -6.13
H -0.21 -9.00 -7.11
C -2.61 4.21 1.94
C -3.35 5.19 2.47
C -3.34 6.55 1.90
O -4.02 7.45 2.38
C -2.49 6.79 0.72
C -1.75 5.82 0.19
C -1.76 4.45 0.76
O -1.08 3.56 0.27
H -2.61 3.21 2.34
H -3.99 5.03 3.33
H -2.49 7.80 0.31
H -1.11 5.97 -0.67
C -0.08 11.18 3.98
C -0.19 10.14 3.15
C 0.93 9.72 2.28
O 0.82 8.77 1.53
C 2.18 10.51 2.36
C 2.29 11.55 3.18
C 1.17 11.97 4.05
O 1.28 12.92 4.81
H -0.89 11.50 4.62
H -1.10 9.55 3.08
H 2.99 10.19 1.71
H 3.20 12.14 3.25
```

Properties
Molar mass: 1075.837 g/mol
Gap between HOMO and LUMO: 6.63 eV
E: -4641.144956 a.u.
Total charge: -1
HOMO level: -7.317 eV

(2)
Formula: C2H5NO2
Source: the OMol25 dataset
Level of theory: wB97M-V/def2-TZVPD

```
10
Properties=species:S:1:pos:R:3
C -1.29 -0.54 -0.47
N -2.09 0.23 0.20
O -1.44 1.26 0.83
H -1.68 -1.42 -0.95
H -0.20 -0.31 -0.51
H -2.14 1.72 1.38
C 2.23 -0.21 -0.09
O 1.55 -1.21 -0.01
H 1.86 0.86 0.23
H 3.20 -0.37 -0.62
```

Properties
Molar mass: 75.067 g/mol
Gap between HOMO and LUMO: 10.36 eV
E: -284.322369 a.u.
SMILES string: C=NO.C=O
Total charge: 0
HOMO level: -9.747 eV
Energy above the lowest of the compared OMol25 structures with the same formula, charge and spin: 3.9456 eV

(3)
Formula: C5H6N
Source: the OMol25 dataset
Level of theory: wB97M-V/def2-TZVPD

```
12
Properties=species:S:1:pos:R:3
C 4.03 0.29 -0.17
C -0.82 -0.39 0.38
C 0.32 -0.73 0.65
C -2.39 -0.43 0.19
C -1.62 0.57 -0.56
N 3.00 0.47 0.32
H 4.95 0.16 -0.55
H 1.42 -0.74 0.79
H -2.85 -1.38 -0.28
H -2.98 0.01 0.91
H -1.82 1.56 -0.10
H -1.23 0.60 -1.58
```

Properties
Molar mass: 80.110 g/mol
Gap between HOMO and LUMO: 10.24 eV
E: -248.422191 a.u.
Total charge: +1
HOMO level: -16.484 eV
Energy above the lowest of the compared OMol25 structures with the same formula, charge and spin: 5.2654 eV

(4)
Formula: H12IO6
Source: the OMol25 dataset
Level of theory: wB97M-V/def2-TZVPD

```
19
Properties=species:S:1:pos:R:3
I -0.14 0.46 1.60
O 3.24 -2.50 -2.10
H 3.09 -3.43 -1.96
H 2.62 -2.07 -1.50
O 1.35 -3.63 3.97
H 0.48 -4.02 4.04
H 1.19 -2.69 3.88
O -2.58 -4.33 0.27
H -3.03 -4.66 1.05
H -2.58 -3.38 0.39
O -3.16 3.92 -0.48
H -3.61 3.37 -1.12
H -2.44 3.37 -0.16
O 0.99 1.24 -3.78
H 0.35 1.08 -3.08
H 1.69 0.61 -3.61
O 0.86 5.87 1.10
H 0.99 5.84 0.15
H 0.71 4.96 1.35
```

Properties
Molar mass: 234.994 g/mol
Gap between HOMO and LUMO: 7.04 eV
E: -756.420033 a.u.
Total charge: -1
HOMO level: -4.197 eV
Energy above the lowest of the compared OMol25 structures with the same formula, charge and spin: 1.3569 eV